Entry 1:
A cluster of 2 separate species, C2H10N2S2 in total. Source: the OMol25 dataset; level of theory: ωB97M-V with the def2-TZVPD basis set.

CARTESIAN COORDINATES (ANGSTROEM)
1 C -2.1904 0.0508 -1.7058
2 S -3.0809 -0.0395 -0.1209
3 S -1.9392 -1.4233 0.8838
4 H -1.1355 0.2047 -1.5089
5 H -2.5858 0.9090 -2.2410
6 H -2.3420 -0.8563 -2.2726
7 H -2.5609 -2.5159 0.4092
8 N 2.6860 -0.0160 -0.0768
9 C 1.9483 0.0527 1.1945
10 N 0.8574 0.9828 1.3042
11 H 2.0644 -0.3979 -0.7839
12 H 2.8728 0.9307 -0.3984
13 H 1.5521 -0.9372 1.3729
14 H 2.6676 0.2712 1.9792
15 H 0.0962 0.8206 0.6611
16 H 1.0899 1.9637 1.3034

Calculated values
- HOMO: -8.92 eV
- HOMO-LUMO gap: 9.44 eV
- SMILES string: CSS.NCN
- Net charge: 0

Here are the Löwdin charges for atoms 1 to 4, given in e: number 1, C, carries -0.4829; number 2, S, carries 0.3453; number 3, S, carries 0.2955; number 4, H, carries 0.0048

***

Entry 2:
The molecule CH3IO2 in a non-equilibrium geometry. Source: the OMol25 dataset; level of theory: ωB97M-V with the def2-TZVPD basis set.

CARTESIAN COORDINATES (ANGSTROEM)
1 O -0.9027 0.9657 -0.3755
2 C -0.3697 -0.3096 0.0560
3 O 0.9512 -0.9940 -0.3863
4 I 2.6043 0.0446 -0.1398
5 H -0.7282 1.8097 0.1358
6 H -1.1283 -1.1294 -0.3688
7 H -0.4266 -0.3870 1.0786

Calculated values
- HOMO: -9.37 eV
- HOMO-LUMO gap: 8.88 eV
- SMILES string: OCOI
- Net charge: 0

Here are the Löwdin charges for atoms 1 to 4, given in e: number 1, O, carries -0.0887; number 2, C, carries -0.3024; number 3, O, carries -0.8225; number 4, I, carries 0.8609

***

Entry 3:
A structure of composition C39H55Cl2NO2P2S3Zr. Source: the OMol25 dataset; level of theory: ωB97M-V with the def2-TZVPD basis set.

CARTESIAN COORDINATES (ANGSTROEM)
1 Zr 0.3939 0.0840 0.4917
2 C 2.8662 -3.4825 1.2347
3 C 2.9119 -2.9219 -0.1953
4 C 3.4984 -3.9797 -1.1372
5 P 1.3091 -2.1784 -0.7480
6 C 1.2549 -2.3217 -2.5816
7 C 2.2260 -1.3332 -3.2136
8 C -0.1501 -2.1817 -3.1571
9 C -0.0922 -3.0548 -0.0308
10 C -0.0919 -4.3725 0.4346
11 C -1.1759 -4.8866 1.1281
12 C -1.1866 -6.2979 1.6276
13 C -2.2614 -4.0388 1.3727
14 C -2.2949 -2.7413 0.9050
15 C -1.2215 -2.2444 0.1600
16 N -1.2029 -0.9156 -0.3598
17 C -2.3459 -0.4838 -1.0638
18 C -3.2824 -1.3880 -1.5765
19 C -4.4090 -0.9369 -2.2375
20 C -4.6520 0.4213 -2.4292
21 C -5.8722 0.9040 -3.1515
22 C -3.6953 1.3101 -1.9621
23 C -2.5466 0.8842 -1.2891
24 P -1.2255 2.0313 -0.8399
25 C -1.0087 2.8941 -2.4711
26 C -0.2020 2.0172 -3.4212
27 C -0.5477 4.3547 -2.4826
28 C -1.9113 3.2577 0.3466
29 C -2.2010 2.5575 1.6733
30 C -3.1465 4.0150 -0.1320
31 H 3.8305 -3.3316 1.7193
32 H 2.6878 -4.5565 1.2122
33 H 2.0803 -3.0579 1.8616
34 H 3.5783 -2.0517 -0.2134
35 H 2.8174 -4.8242 -1.2579
36 H 4.4198 -4.3666 -0.7022
37 H 3.7434 -3.5903 -2.1253
38 H 1.5961 -3.3448 -2.7802
39 H 1.8483 -0.3112 -3.0978
40 H 2.3095 -1.5293 -4.2826
41 H 3.2266 -1.3754 -2.7810
42 H -0.5601 -1.1827 -2.9959
43 H -0.8408 -2.9031 -2.7236
44 H -0.1095 -2.3608 -4.2319
45 H 0.7629 -5.0078 0.2468
46 H -0.3472 -6.8650 1.2303
47 H -2.1061 -6.8064 1.3402
48 H -1.1266 -6.3242 2.7167
49 H -3.1059 -4.4144 1.9368
50 H -3.1507 -2.1115 1.1040
51 H -3.1342 -2.4514 -1.4641
52 H -5.1160 -1.6638 -2.6159
53 H -6.7126 0.2279 -3.0028
54 H -5.6888 0.9689 -4.2255
55 H -6.1703 1.8927 -2.8051
56 H -3.8645 2.3681 -2.1296
57 H -2.0428 2.8970 -2.8306
58 H 0.8300 1.9111 -3.0771
59 H -0.1742 2.4728 -4.4105
60 H -0.6371 1.0223 -3.5239
61 H 0.5141 4.4409 -2.6874
62 H -0.7657 4.8955 -1.5618
63 H -1.0640 4.8799 -3.2858
64 H -1.0860 3.9683 0.4874
65 H -2.9049 1.7331 1.5326
66 H -2.6543 3.2631 2.3702
67 H -1.3080 2.1508 2.1445
68 H -4.0172 3.3584 -0.1212
69 H -3.0390 4.4358 -1.1313
70 H -3.3539 4.8383 0.5520
71 Cl 0.4731 -2.5767 7.5309
72 C 0.2316 -1.8864 5.9753
73 C -1.0703 -1.5593 5.5711
74 C -1.3147 -1.0024 4.3328
75 Cl -2.9125 -0.5858 3.8643
76 C -0.2552 -0.7606 3.4405
77 O -0.4854 -0.2432 2.2659
78 C 1.0574 -1.0945 3.8618
79 C 2.1531 -0.8602 2.9941
80 O 2.0733 -0.4583 1.8083
81 C 1.2945 -1.6505 5.1377
82 H -1.8982 -1.7402 6.2428
83 H 3.1628 -1.0361 3.3860
84 H 2.3026 -1.8924 5.4434
85 C 1.7754 5.0146 0.6910
86 C 1.4437 4.2530 1.9640
87 S 1.5233 2.4367 1.9481
88 C 3.2989 2.1077 2.1056
89 C 4.0245 1.4200 0.9370
90 S 3.0880 0.8719 -0.5224
91 C 3.3963 2.2022 -1.7048
92 C 2.6614 3.5015 -1.4762
93 S 3.3122 4.5429 -0.1379
94 H 1.8636 6.0712 0.9497
95 H 0.9636 4.9473 -0.0332
96 H 0.4273 4.4852 2.2888
97 H 2.0992 4.5578 2.7809
98 H 3.4209 1.5096 3.0075
99 H 3.7742 3.0656 2.3038
100 H 4.5309 0.5301 1.3069
101 H 4.7942 2.0833 0.5437
102 H 3.0952 1.7862 -2.6691
103 H 4.4785 2.3373 -1.7628
104 H 1.6168 3.2827 -1.2542
105 H 2.6984 4.0739 -2.4065

Calculated values
- HOMO: -12.42 eV
- HOMO-LUMO gap: 6.24 eV
- Net charge: +2

Here are the Löwdin charges for atoms 1 to 4, given in e: number 1, Zr, carries 1.4367; number 2, C, carries -0.1020; number 3, C, carries -0.5097; number 4, C, carries -0.0938